Entry 1:
Computed, not measured: one molecule with the formula C6H7NOS, with wB97M-V/def2-TZVPD.

Geometry as XYZ:
```
16
Properties=species:S:1:pos:R:3:forces:R:3:mulliken_charge:R:1
C -1.325906 1.212692 0.632888 1.3 -1.9 2.5 -0.9612
C -1.096263 -0.253540 0.609245 0.0 -0.6 -1.3 0.7721
C -2.085174 2.099223 0.068007 -0.5 2.1 -0.2 0.8136
C -1.774985 -1.211787 -0.012943 0.3 0.2 0.7 -0.2607
C 1.756759 -0.644436 -0.949193 -1.8 -2.1 -0.9 -1.1885
C 1.163408 0.183685 0.214158 4.9 -3.0 1.1 -0.3009
N 0.268064 -0.596024 1.058147 -2.7 2.1 -0.4 -0.3598
O -2.625066 3.064031 -0.331801 0.4 -1.6 0.2 -0.4188
S -2.447393 -2.535402 -0.499906 -0.1 0.3 0.0 -0.3531
H -0.641208 1.463960 1.510228 -1.3 1.0 -1.2 0.4042
H 2.248230 -0.064113 -1.678036 1.2 1.1 -0.4 0.3974
H 2.412903 -1.483347 -0.654556 -0.2 0.5 0.1 0.3250
H 0.973003 -1.124090 -1.679831 0.7 0.7 1.8 0.2607
H 2.084578 0.480463 0.908854 -1.9 -0.1 -1.6 0.1959
H 0.748078 1.002767 -0.265766 -1.1 1.6 0.0 0.3814
H 0.340971 -1.594089 1.070498 0.7 -0.4 -0.3 0.2927
```
Positions in Å, forces in eV/Å.

Computed properties:
E	-20704.367	eV
gap between HOMO and LUMO	7.27	eV
charge	0
energy relative to the best compared isomer or geometry (same formula, charge and spin)	2.954	eV
E_HOMO	-7.64	eV


Entry 2:
Computed, not measured: one molecule with the formula C5H7N3, with wB97M-V/def2-TZVPD.

Geometry as XYZ:
```
15
Properties=species:S:1:pos:R:3:forces:R:3:mulliken_charge:R:1
C 2.259053 -0.099511 0.533777 -4.0 0.6 -0.2 -0.2575
N 2.003383 0.988166 -0.104427 -0.4 0.2 -0.6 -0.5900
C 0.609149 0.919497 -0.316454 -2.0 -1.7 -1.0 0.5340
N -0.180022 1.201221 -1.286668 3.5 1.4 0.2 -0.6183
C -1.423723 0.571660 -1.149967 -1.6 -0.2 -0.9 -0.3668
C -1.305463 -0.593528 -0.115238 1.3 -1.1 -0.7 -0.6144
C -0.017862 -0.129348 0.629297 -0.5 1.9 0.0 0.1326
N 1.148779 -0.882561 0.892020 1.2 -1.5 0.6 -0.3029
H 3.201700 -0.381879 0.760733 2.9 -1.0 0.8 0.4648
H -2.072169 1.336979 -0.738932 -0.7 0.1 0.1 0.2543
H -1.807271 0.385977 -2.214095 0.3 -0.4 1.7 0.2919
H -1.139866 -1.605726 -0.640047 -0.2 1.5 0.9 0.2607
H -2.166815 -0.649579 0.557195 0.2 -0.1 -0.2 0.2749
H -0.250672 0.485398 1.517688 -0.5 -0.4 0.2 0.2762
H 1.141799 -1.546765 1.675119 0.5 0.6 -0.7 0.2605
```
Positions in Å, forces in eV/Å.

Computed properties:
E	-9767.415	eV
gap between HOMO and LUMO	9.64	eV
charge	0
energy relative to the best compared isomer or geometry (same formula, charge and spin)	1.973	eV
E_HOMO	-8.86	eV